A 7-piece molecular cluster, C20H57N3O7 overall in a non-equilibrium geometry. Source: the Open Molecules 2025 dataset; level of theory: ωB97M-V with the def2-TZVPD basis set.

Properties
HOMO-LUMO gap: 0.353 hartree
energy above the lowest of the compared OMol25 structures with the same formula, charge and spin: 4.28 kcal/mol
LUMO: 0.5 eV
spin multiplicity: 1

```
87
Properties=species:S:1:pos:R:3:lowdin_charge:R:1
C 33.51 -7.27 11.68 -0.11
O 34.25 -7.15 10.48 -0.20
C 33.80 -8.05 9.49 -0.20
C 34.52 -7.72 8.20 -0.40
C 34.42 -6.26 7.78 -0.04
N 33.94 -8.53 7.10 0.03
H 33.96 -6.62 12.42 0.05
H 33.53 -8.31 12.03 0.10
H 32.46 -7.01 11.51 0.07
H 33.89 -9.09 9.82 0.13
H 32.73 -7.91 9.28 0.12
H 35.58 -7.99 8.36 0.14
H 35.16 -6.07 7.00 0.08
H 34.69 -5.59 8.60 0.07
H 33.43 -5.94 7.45 0.07
H 34.33 -9.47 7.27 0.10
H 34.45 -8.33 6.24 0.10
C 30.21 -6.46 17.66 -0.10
O 31.28 -5.64 17.24 -0.19
C 30.92 -4.75 16.21 -0.22
C 31.07 -5.39 14.84 -0.43
C 32.51 -5.74 14.52 -0.05
N 30.65 -4.40 13.81 0.04
H 29.51 -5.84 18.24 0.09
H 30.60 -7.23 18.32 0.09
H 29.67 -6.88 16.81 0.08
H 29.89 -4.38 16.35 0.12
H 31.55 -3.86 16.25 0.13
H 30.46 -6.29 14.72 0.13
H 32.94 -6.44 15.23 0.09
H 33.09 -4.81 14.50 0.09
H 32.63 -6.06 13.48 0.03
H 30.77 -4.88 12.92 0.03
H 29.63 -4.29 13.86 0.07
C 31.58 -3.33 5.04 -0.11
O 31.24 -2.67 6.24 -0.18
C 31.90 -3.24 7.35 -0.22
C 31.51 -2.39 8.58 -0.39
C 32.11 -0.99 8.58 -0.05
N 31.90 -3.17 9.77 0.06
H 31.35 -4.41 5.05 0.08
H 32.64 -3.23 4.80 0.09
H 30.97 -2.89 4.25 0.09
H 31.54 -4.26 7.52 0.10
H 32.99 -3.33 7.24 0.13
H 30.43 -2.28 8.48 0.14
H 32.08 -0.53 7.59 0.08
H 33.12 -0.94 8.98 0.07
H 31.56 -0.35 9.28 0.08
H 31.65 -2.56 10.55 0.10
H 32.91 -3.21 9.74 0.05
C 26.87 -9.64 11.87 -0.09
C 27.64 -9.55 10.57 -0.34
O 28.07 -10.86 10.24 -0.08
H 27.46 -10.04 12.69 0.08
H 26.09 -10.39 11.73 0.08
H 26.43 -8.69 12.17 0.07
H 28.54 -8.92 10.66 0.09
H 27.02 -9.09 9.80 0.11
H 28.73 -10.85 9.55 0.08
C 29.14 -7.65 6.68 -0.08
C 30.62 -7.56 6.31 -0.34
O 31.21 -8.81 6.64 -0.13
H 29.01 -8.01 7.70 0.05
H 28.65 -8.27 5.94 0.07
H 28.71 -6.65 6.54 0.07
H 31.06 -6.74 6.89 0.08
H 30.73 -7.39 5.24 0.11
H 32.18 -8.65 6.80 0.02
C 34.58 -4.36 11.60 -0.09
C 35.54 -3.28 11.12 -0.29
O 35.09 -2.74 9.89 -0.09
H 33.63 -3.96 11.95 0.07
H 35.02 -4.87 12.45 0.08
H 34.37 -5.12 10.84 0.05
H 36.56 -3.68 11.04 0.11
H 35.54 -2.51 11.90 0.11
H 35.80 -2.29 9.42 0.09
C 28.69 -6.11 10.32 -0.08
C 30.16 -6.10 9.94 -0.30
O 30.92 -5.58 11.03 -0.15
H 28.42 -6.53 11.29 0.07
H 28.14 -6.61 9.52 0.06
H 28.32 -5.08 10.32 0.08
H 30.35 -5.49 9.06 0.09
H 30.59 -7.08 9.71 0.10
H 31.38 -4.77 10.73 0.04
```

=====

C38H39BCaN12O2S2 as an isolated structure in a non-equilibrium geometry. Source: the Open Molecules 2025 dataset; level of theory: ωB97M-V with the def2-TZVPD basis set.

Properties
HOMO-LUMO gap (spin up / spin down): 0.221 / 0.102 hartree
total charge: +1
energy above the lowest of the compared OMol25 structures with the same formula, charge and spin: 38.17 kcal/mol
LUMO (spin up / spin down): -3.5 / -6.7 eV
spin multiplicity: 2

```
95
Properties=species:S:1:pos:R:3:lowdin_charge:R:1
Ca 0.74 0.77 0.15 1.40
C 0.29 4.04 2.41 -0.01
C -0.81 3.09 2.09 -0.35
C -1.86 2.65 2.92 0.00
C -2.55 1.75 2.17 -0.08
N -1.98 1.68 0.95 -0.02
N -0.88 2.50 0.91 0.01
B -2.46 0.80 -0.24 -0.66
N -2.10 -0.69 0.04 0.01
C -2.85 -1.65 0.61 -0.07
C -2.03 -2.73 0.90 -0.01
C -0.75 -2.31 0.50 -0.36
C 0.54 -3.06 0.54 -0.02
N -0.81 -1.09 -0.01 0.00
N -1.88 1.31 -1.58 0.02
C -2.61 1.73 -2.64 -0.07
C -1.77 2.35 -3.53 -0.02
C -0.49 2.27 -2.94 -0.35
C 0.79 2.81 -3.47 -0.02
N -0.57 1.64 -1.77 0.02
N -4.00 0.96 -0.29 0.00
C -4.65 2.11 -0.02 -0.05
C -5.96 1.99 -0.42 0.01
C -6.06 0.69 -0.92 -0.33
C -7.27 0.00 -1.45 -0.03
N -4.87 0.08 -0.85 0.05
H -0.10 4.89 2.98 0.09
H 0.75 4.41 1.50 0.08
H 1.05 3.55 3.02 0.06
H -2.06 2.95 3.94 0.11
H -3.43 1.17 2.40 0.13
H -3.90 -1.51 0.79 0.12
H -2.31 -3.66 1.36 0.11
H 0.57 -3.82 -0.24 0.08
H 0.67 -3.58 1.49 0.08
H 1.39 -2.39 0.40 0.08
H -3.67 1.59 -2.66 0.12
H -2.03 2.82 -4.46 0.11
H 0.61 3.76 -3.97 0.09
H 1.25 2.14 -4.19 0.07
H 1.50 2.99 -2.66 0.08
H -4.12 2.94 0.42 0.14
H -6.74 2.72 -0.33 0.11
H -8.16 0.58 -1.21 0.08
H -7.41 -0.99 -1.00 0.08
H -7.23 -0.11 -2.54 0.08
C 4.32 -3.92 6.15 -0.05
C 3.79 -2.76 5.35 -0.26
C 2.74 -2.94 4.45 -0.03
C 2.27 -1.88 3.69 -0.05
C 2.85 -0.63 3.83 -0.27
C 3.88 -0.42 4.73 -0.05
C 4.35 -1.49 5.48 -0.03
S 2.28 0.71 2.82 0.58
O 2.73 1.92 3.46 -0.30
O 0.82 0.54 2.66 -0.41
N 2.77 0.51 1.35 -0.27
C 4.01 0.76 0.82 -0.27
C 5.19 1.00 1.49 0.00
C 6.40 1.18 0.79 -0.06
C 6.45 1.10 -0.58 -0.04
C 5.26 0.86 -1.31 -0.16
C 5.23 0.74 -2.71 0.00
C 4.05 0.48 -3.35 -0.04
C 2.87 0.39 -2.58 -0.16
N 2.85 0.54 -1.27 0.03
C 4.04 0.73 -0.62 -0.17
H 3.57 -4.69 6.27 0.08
H 4.64 -3.60 7.14 0.08
H 5.18 -4.37 5.66 0.09
H 2.29 -3.92 4.35 0.11
H 1.44 -2.01 3.01 0.09
H 4.29 0.57 4.86 0.11
H 5.15 -1.33 6.20 0.12
H 5.19 1.06 2.57 0.10
H 7.30 1.36 1.35 0.11
H 7.38 1.22 -1.11 0.11
H 6.15 0.83 -3.27 0.12
H 4.00 0.35 -4.42 0.11
H 1.92 0.20 -3.06 0.08
N -4.84 -2.03 -2.56 0.19
C -4.09 -2.42 -3.53 -0.72
S -4.52 -3.53 -4.75 0.99
C -2.70 -1.95 -3.67 -0.26
C -2.31 -1.12 -4.72 -0.01
C -0.98 -0.75 -4.77 -0.12
N -0.06 -1.19 -3.93 0.10
C -0.44 -2.02 -2.97 -0.11
C -1.75 -2.42 -2.76 0.01
H -5.78 -2.41 -2.49 0.12
H -4.61 -1.14 -1.92 0.12
H -3.02 -0.76 -5.45 0.12
H -0.64 -0.07 -5.54 0.12
H 0.35 -2.39 -2.32 0.11
H -2.02 -3.03 -1.91 0.12
```

=====

An isolated ion of composition C4H6O6S3 and charge -2 in a non-equilibrium geometry. Source: the Open Molecules 2025 dataset; level of theory: ωB97M-V with the def2-TZVPD basis set.

Properties
HOMO-LUMO gap: 0.228 hartree
total charge: -2
energy above the lowest of the compared OMol25 structures with the same formula, charge and spin: 0.37 kcal/mol
LUMO: 5.5 eV
spin multiplicity: 1

```
19
Properties=species:S:1:pos:R:3:lowdin_charge:R:1
O -1.24 2.99 -0.73 -0.37
S -0.44 1.88 -1.23 0.39
O 0.78 2.28 -1.98 -0.41
O -1.21 0.98 -2.09 -0.37
C 0.39 1.10 0.15 -0.37
C 1.18 -0.10 -0.36 -0.20
C 0.28 -1.37 -0.52 -0.22
C -0.12 -1.97 0.90 -0.83
S 1.02 -3.30 1.51 0.11
O -0.20 -0.83 1.80 -0.31
S -0.84 0.52 1.38 0.61
O -0.91 1.24 2.60 -0.29
O -2.13 0.39 0.69 -0.29
H 0.95 2.00 0.29 0.10
H 1.97 -0.37 0.30 0.10
H 1.56 0.28 -1.32 0.10
H -0.68 -0.98 -0.96 0.09
H 0.68 -2.19 -1.17 0.10
H -1.07 -2.55 0.76 0.07
```

=====

A 9-piece molecular cluster, C59H94BrFIN10O5PS2 overall in a non-equilibrium geometry. Source: the Open Molecules 2025 dataset; level of theory: ωB97M-V with the def2-TZVPD basis set.

Properties
HOMO-LUMO gap: 0.300 hartree
LUMO: 0.3 eV
spin multiplicity: 1

```
174
Properties=species:S:1:pos:R:3:lowdin_charge:R:1
C -3.47 -4.81 -0.95 -0.11
C -4.18 -3.51 -0.53 -0.31
C -3.60 -2.30 -1.32 -0.60
I -4.76 -2.09 -3.14 0.96
N -3.41 -1.05 -0.51 -0.06
C -4.31 0.03 -0.80 -0.26
C -5.54 0.14 -0.13 -0.10
C -5.97 -0.88 0.92 -0.06
C -7.31 -1.61 0.69 -0.36
C -7.62 -2.05 -0.74 -0.05
F -7.29 -2.77 1.47 -0.04
C -6.38 1.21 -0.37 -0.16
C -7.70 1.38 0.37 -0.02
C -6.07 2.19 -1.30 -0.33
N -6.93 3.29 -1.51 0.09
C -4.88 2.07 -1.96 -0.58
Br -4.33 3.39 -3.25 0.78
C -4.03 1.02 -1.72 -0.51
S -2.51 0.88 -2.63 0.99
C -1.46 0.18 -1.38 -0.35
C -0.12 0.55 -1.37 -0.24
C 0.37 1.51 -2.45 -0.19
C -0.12 2.95 -2.19 -0.20
C 0.74 3.70 -1.14 -0.13
C 0.26 3.32 0.27 -0.25
O 0.16 4.47 1.10 -0.18
C -0.31 4.03 2.37 -0.10
C 0.72 0.02 -0.41 -0.44
S 2.44 0.46 -0.43 0.89
C 0.18 -0.85 0.54 -0.19
C 1.16 -1.42 1.57 -0.18
C 1.55 -0.38 2.66 -0.15
C 3.06 -0.50 2.88 -0.28
O 3.39 -1.83 3.31 -0.08
C -1.16 -1.17 0.54 -0.09
P -1.80 -2.25 1.86 0.52
O -0.99 -2.17 3.09 -0.27
O -3.27 -1.71 2.25 -0.13
O -1.86 -3.77 1.38 -0.10
C -2.03 -0.67 -0.47 -0.21
H -2.40 -4.65 -1.12 0.07
H -3.87 -5.24 -1.87 0.07
H -3.53 -5.52 -0.12 0.07
H -5.21 -3.62 -0.86 0.04
H -4.22 -3.35 0.54 0.08
H -2.60 -2.60 -1.65 0.08
H -5.20 -1.64 1.02 0.07
H -6.05 -0.40 1.90 0.13
H -8.16 -1.03 1.04 0.10
H -7.23 -3.05 -0.91 0.06
H -7.33 -1.33 -1.50 0.04
H -8.71 -2.15 -0.81 0.08
H -8.02 2.41 0.42 0.07
H -8.44 0.72 -0.09 0.09
H -7.53 0.97 1.37 0.04
H -7.88 2.94 -1.56 0.09
H -6.67 3.75 -2.37 0.02
H -0.04 1.16 -3.41 0.09
H 1.45 1.46 -2.58 0.07
H -0.18 3.50 -3.14 0.11
H -1.14 2.96 -1.80 0.07
H 0.61 4.76 -1.33 0.11
H 1.79 3.38 -1.22 0.10
H -0.73 2.83 0.26 0.12
H 0.96 2.59 0.70 0.09
H -1.41 3.90 2.31 0.07
H 0.10 3.06 2.67 0.08
H -0.06 4.78 3.13 0.07
H 2.87 0.07 -1.65 -0.11
H 2.08 -1.61 1.00 0.07
H 0.85 -2.37 1.97 0.10
H 0.98 -0.49 3.58 0.11
H 1.41 0.61 2.21 0.09
H 3.60 -0.34 1.94 0.05
H 3.44 0.23 3.61 0.11
H 3.99 -2.20 2.65 0.04
H -3.16 -1.01 2.91 0.10
H -1.81 -4.30 2.19 0.11
C -12.40 0.36 2.80 -0.11
C -11.59 -0.94 2.76 -0.26
C -10.52 -1.01 3.85 -0.18
C -9.56 0.09 3.69 -0.21
N -8.80 0.95 3.57 0.18
H -11.76 1.23 2.62 0.07
H -13.17 0.35 2.03 0.07
H -12.89 0.48 3.76 0.08
H -11.13 -1.04 1.77 0.10
H -12.27 -1.79 2.88 0.11
H -9.98 -1.96 3.79 0.12
H -10.97 -0.94 4.84 0.12
C 2.17 -1.62 -5.07 -0.10
C 2.71 -0.83 -6.27 -0.26
C 4.15 -0.35 -6.07 -0.18
C 4.24 0.53 -4.90 -0.23
N 4.31 1.22 -3.98 0.15
H 2.14 -1.00 -4.17 0.05
H 1.16 -1.96 -5.27 0.07
H 2.80 -2.49 -4.87 0.08
H 2.06 0.03 -6.45 0.11
H 2.67 -1.46 -7.16 0.08
H 4.50 0.19 -6.95 0.12
H 4.82 -1.20 -5.91 0.12
C 8.18 -3.44 2.08 -0.11
C 8.29 -2.00 1.56 -0.27
C 6.99 -1.21 1.74 -0.17
C 5.89 -1.85 0.99 -0.23
N 5.02 -2.34 0.41 0.18
H 7.44 -4.01 1.53 0.07
H 9.13 -3.95 1.96 0.05
H 7.92 -3.45 3.14 0.08
H 8.57 -2.02 0.51 0.11
H 9.09 -1.49 2.09 0.08
H 7.11 -0.20 1.37 0.09
H 6.71 -1.16 2.79 0.13
C -7.09 4.14 3.37 -0.11
C -6.01 5.13 2.94 -0.26
C -4.87 4.48 2.16 -0.18
C -4.20 3.45 2.97 -0.24
N -3.68 2.65 3.61 0.15
H -6.70 3.38 4.05 0.07
H -7.89 4.66 3.90 0.07
H -7.53 3.64 2.51 0.05
H -5.60 5.62 3.83 0.09
H -6.46 5.91 2.32 0.11
H -4.14 5.23 1.87 0.11
H -5.25 4.00 1.25 0.11
C 9.63 2.40 -0.69 -0.10
C 9.20 2.29 0.77 -0.26
C 10.36 1.92 1.70 -0.18
C 10.94 0.62 1.33 -0.24
N 11.40 -0.39 1.03 0.15
H 10.01 1.45 -1.07 0.07
H 8.79 2.69 -1.32 0.08
H 10.41 3.16 -0.81 0.08
H 8.41 1.53 0.85 0.09
H 8.77 3.23 1.09 0.11
H 10.01 1.86 2.73 0.12
H 11.14 2.68 1.66 0.12
C 12.71 -5.91 2.58 -0.11
C 12.65 -6.82 1.35 -0.27
C 11.52 -6.44 0.39 -0.19
C 10.21 -6.54 1.05 -0.23
N 9.19 -6.62 1.59 0.16
H 11.80 -5.99 3.17 0.07
H 13.54 -6.20 3.22 0.07
H 12.85 -4.87 2.29 0.08
H 12.52 -7.86 1.68 0.11
H 13.60 -6.77 0.82 0.11
H 11.52 -7.10 -0.48 0.12
H 11.65 -5.42 0.03 0.12
C -0.77 8.63 5.09 -0.11
C -0.94 7.73 3.87 -0.27
C -2.08 8.18 2.95 -0.18
C -3.36 8.16 3.67 -0.23
N -4.36 8.13 4.25 0.15
H -1.66 8.61 5.72 0.07
H 0.07 8.29 5.70 0.07
H -0.58 9.66 4.80 0.08
H -1.12 6.71 4.20 0.10
H -0.01 7.73 3.30 0.11
H -2.15 7.52 2.09 0.11
H -1.90 9.20 2.59 0.12
C 0.56 -3.87 -9.26 -0.11
C 1.31 -5.20 -9.24 -0.26
C 2.36 -5.27 -8.13 -0.18
C 3.38 -4.22 -8.31 -0.23
N 4.17 -3.39 -8.46 0.15
H 1.24 -3.04 -9.47 0.07
H -0.19 -3.87 -10.04 0.07
H 0.07 -3.68 -8.31 0.08
H 1.79 -5.36 -10.21 0.11
H 0.59 -6.01 -9.09 0.11
H 2.86 -6.24 -8.14 0.12
H 1.90 -5.14 -7.15 0.12
```

=====

A 2-piece molecular cluster, C37H40N3O overall in a non-equilibrium geometry. Source: the Open Molecules 2025 dataset; level of theory: ωB97M-V with the def2-TZVPD basis set.

Properties
HOMO-LUMO gap: 0.132 hartree
total charge: +1
energy above the lowest of the compared OMol25 structures with the same formula, charge and spin: 2.11 kcal/mol
LUMO: -4.8 eV
spin multiplicity: 1

```
81
Properties=species:S:1:pos:R:3:lowdin_charge:R:1
C -3.70 5.60 0.20 -0.06
O -3.88 4.27 -0.31 -0.10
C -3.71 3.21 0.52 -0.28
C -3.95 1.93 -0.05 -0.02
C -3.54 0.80 0.60 -0.05
C -2.77 0.88 1.80 -0.24
C -2.08 -0.29 2.28 -0.03
C -0.96 -0.31 3.12 -0.19
N -0.68 -1.41 3.87 -0.08
C -1.60 -2.53 4.01 -0.15
C -0.83 -3.66 4.73 -0.15
C 0.56 -3.09 5.07 -0.15
C 0.60 -1.65 4.53 -0.15
C -0.03 0.86 3.17 -0.17
C 0.39 1.46 1.97 -0.04
C 1.22 2.58 1.99 -0.10
C 1.66 3.10 3.21 -0.08
C 1.25 2.50 4.41 -0.06
C 0.41 1.39 4.39 -0.04
C -2.74 2.14 2.46 -0.03
C -3.19 3.29 1.84 -0.01
H -3.98 6.24 -0.63 0.09
H -4.36 5.79 1.06 0.10
H -2.65 5.79 0.48 0.09
H -4.41 1.89 -1.04 0.11
H -3.74 -0.19 0.17 0.11
H -2.54 -1.24 2.00 0.09
H -2.49 -2.25 4.58 0.13
H -1.95 -2.89 3.03 0.10
H -1.36 -3.97 5.63 0.11
H -0.75 -4.54 4.08 0.11
H 0.71 -3.09 6.16 0.11
H 1.36 -3.70 4.64 0.10
H 1.45 -1.50 3.84 0.12
H 0.75 -0.95 5.37 0.10
H 0.08 1.03 1.02 0.09
H 1.55 3.04 1.06 0.10
H 2.34 3.95 3.23 0.11
H 1.59 2.89 5.37 0.11
H 0.06 0.95 5.33 0.12
H -2.33 2.20 3.47 0.12
H -3.11 4.27 2.33 0.11
C -4.06 0.32 -5.17 -0.06
N -2.75 -0.31 -5.19 -0.25
C -2.50 -1.18 -6.33 -0.07
C -1.81 -0.14 -4.17 -0.23
C -1.77 -1.05 -3.08 0.02
C -0.85 -0.88 -2.07 -0.04
C 0.05 0.22 -2.07 -0.21
C 1.05 0.34 -1.04 0.10
C 1.91 -0.70 -0.69 -0.10
C 3.04 -0.63 0.25 -0.10
C 3.68 0.42 0.90 0.00
C 4.75 0.12 1.76 -0.04
C 5.24 -1.19 1.89 -0.05
C 4.66 -2.24 1.16 0.01
C 3.58 -1.93 0.35 -0.16
N 2.87 -2.76 -0.52 -0.04
C 3.17 -4.16 -0.76 0.02
C 1.90 -2.04 -1.15 0.09
C -0.04 1.15 -3.13 0.00
C -0.92 0.97 -4.17 0.02
H -4.18 0.93 -4.26 0.09
H -4.19 0.96 -6.06 0.09
H -4.85 -0.44 -5.20 0.09
H -1.51 -1.64 -6.24 0.09
H -3.27 -1.96 -6.37 0.08
H -2.56 -0.60 -7.26 0.09
H -2.49 -1.87 -3.05 0.13
H -0.78 -1.60 -1.25 0.12
H 1.30 1.33 -0.65 0.12
H 3.33 1.44 0.74 0.10
H 5.21 0.92 2.33 0.11
H 6.09 -1.39 2.54 0.12
H 5.06 -3.25 1.21 0.11
H 4.00 -4.45 -0.12 0.09
H 2.32 -4.80 -0.53 0.11
H 3.46 -4.31 -1.81 0.11
H 1.24 -2.47 -1.90 0.15
H 0.66 1.99 -3.14 0.12
H -0.95 1.66 -5.02 0.13
```

=====

One molecule with the formula C4H8OS in a non-equilibrium geometry. Source: the Open Molecules 2025 dataset; level of theory: ωB97M-V with the def2-TZVPD basis set.

Properties
HOMO-LUMO gap: 0.349 hartree
energy above the lowest of the compared OMol25 structures with the same formula, charge and spin: 33.50 kcal/mol
LUMO: 0.8 eV
spin multiplicity: 1

```
14
Properties=species:S:1:pos:R:3:lowdin_charge:R:1
C 1.60 1.30 0.47 -0.40
S 1.55 -0.24 -0.46 0.80
C 0.37 -1.16 0.45 -0.45
C -0.97 -1.07 0.35 -0.13
C -1.58 -0.03 -0.55 -0.28
O -2.43 0.97 0.09 -0.10
H 0.63 1.79 0.51 0.04
H 2.36 1.94 -0.01 0.04
H 2.00 1.02 1.47 0.04
H 0.79 -1.79 1.17 0.04
H -1.62 -1.80 0.86 0.12
H -0.76 0.54 -0.98 0.06
H -2.21 -0.40 -1.39 0.13
H -3.04 0.42 0.66 0.10
```

=====

Sequential DFT total energy output: -1487.0539, -3777.8925, -1802.0358, -7337.6470, -1673.1153, -630.5815 Eh